No. 1
Here is a cluster of 2 separate species, C6H12O in total from the OMol25 dataset. Energies are from ωB97M-V with the def2-TZVPD basis set.

```
19
Properties=species:S:1:pos:R:3:forces:R:3
C -0.822888 1.026499 -1.683194 -0.029 0.003 -0.017
C 0.350439 0.604652 -0.847235 0.071 -0.253 -0.278
O 0.607319 1.400939 0.244061 -0.147 0.036 0.074
C -1.882649 -0.638395 1.319932 0.088 0.033 0.139
C -1.074371 -0.360925 2.338007 -0.134 -0.077 -0.106
C 2.312432 -0.833993 -0.260236 0.056 -0.008 0.070
C 1.155904 -0.422142 -1.122434 -0.089 0.138 0.001
H -1.747048 1.023550 -1.088084 0.146 -0.002 -0.062
H -0.967244 0.354158 -2.532873 0.051 0.081 0.138
H -0.679347 2.045730 -2.061061 -0.009 -0.134 0.065
H -0.237748 1.621344 0.659933 0.144 0.010 -0.038
H -2.864157 -0.179098 1.224006 0.127 -0.066 0.060
H -1.586725 -1.333800 0.537979 -0.034 0.107 0.119
H -1.356889 0.333840 3.125968 0.003 -0.100 -0.122
H -0.095964 -0.826820 2.427155 -0.136 0.092 -0.051
H 2.374254 -1.925130 -0.177298 -0.017 0.158 -0.018
H 2.210258 -0.410666 0.743314 0.045 -0.065 -0.153
H 0.972891 -0.976853 -2.040083 -0.007 0.106 0.131
H 3.268878 -0.485471 -0.670442 -0.128 -0.059 0.046
```
Positions in Å, forces in eV/Å.

HOMO energy = -8.516 eV
Energy above the lowest of the compared OMol25 structures with the same formula, charge and spin = 38.51 kcal per mole
Structure (SMILES) = C/C=C(/C)O.C=C
Frontier orbital gap = 9.5 eV
LUMO level = 1.00 eV
Net charge = 0
F_max = 0.4 eV Å⁻¹

natural (NBO) atomic charge list, values in e, 2 entries:
1 C -0.67
2 C 0.31

No. 2
Here is a structure of composition C46H60N7O3OsSSb from the OMol25 dataset. Energies are from ωB97M-V with the def2-TZVPD basis set.

```
119
Properties=species:S:1:pos:R:3:forces:R:3
Os 0.471373 0.599383 0.210582 -0.465 -0.203 0.075
N 2.444084 -0.390294 0.082527 -0.014 0.274 -0.266
C 2.910073 -0.882267 1.395833 0.008 0.093 0.228
C 4.428760 -0.817970 1.599648 0.014 -0.004 0.029
C 5.127347 0.553566 1.526536 -0.108 0.069 -0.016
C 5.193847 1.378647 2.820356 0.043 -0.025 0.049
N 3.939605 1.998407 3.245271 0.026 -0.153 -0.070
C 3.403950 3.110235 2.762965 -0.024 0.077 -0.012
N 2.097861 3.316005 2.915336 -0.043 -0.011 -0.007
N 4.149258 4.025581 2.134388 0.051 0.004 0.057
C 2.152640 -0.169576 2.519138 -0.240 -0.055 -0.049
O 2.517664 -0.313769 3.672264 -0.057 -0.006 -0.064
O 1.122372 0.559369 2.179982 0.650 -0.013 -0.012
H 2.603227 -1.086818 -0.641813 -0.050 -0.078 0.080
H 3.008546 0.409495 -0.189791 0.067 -0.024 -0.105
H 2.604971 -1.929265 1.468458 0.064 0.022 0.065
H 4.884523 -1.475760 0.855020 0.003 0.022 -0.018
H 4.630514 -1.268880 2.572570 0.013 -0.037 -0.013
H 4.722724 1.179838 0.723696 0.002 -0.015 0.017
H 6.164071 0.365415 1.240815 0.006 0.005 0.016
H 5.962921 2.144744 2.723976 0.013 0.001 -0.032
H 5.508370 0.742797 3.646970 0.016 0.002 0.005
H 3.322374 1.391614 3.777825 0.007 0.039 0.018
H 1.486946 2.514462 3.032800 0.036 0.004 0.011
H 1.673162 4.172535 2.589309 0.007 0.030 0.032
H 5.146555 4.044029 2.257999 0.001 0.002 0.009
H 3.708752 4.845752 1.749450 -0.033 -0.010 -0.014
C -1.654335 2.686017 2.686495 -0.011 -0.020 0.007
C -1.759873 3.814805 1.660943 -0.004 0.002 0.008
C -2.675523 3.485061 0.479009 0.035 -0.009 0.016
C -0.437863 4.347510 1.153216 -0.002 0.014 -0.078
C -0.066898 5.635295 1.524341 -0.018 0.037 0.005
C 1.041875 6.260029 0.972726 -0.015 0.031 -0.004
C 1.758537 5.622248 -0.028245 -0.055 -0.001 -0.017
C 1.447826 4.326960 -0.431197 -0.041 0.022 0.004
C 2.265927 3.748632 -1.572675 0.035 0.021 0.013
C 1.487525 2.991378 -2.649039 -0.053 0.058 0.018
C 3.426408 2.924169 -1.008518 0.036 -0.064 0.047
C 0.399538 3.659034 0.245671 0.310 -0.143 -0.236
N 0.246712 2.282673 0.098269 -0.371 0.403 0.526
H -2.652312 2.415443 3.033829 -0.022 0.006 0.009
H -1.082087 3.007284 3.560932 0.013 -0.024 -0.015
H -1.192717 1.791354 2.270666 -0.002 0.007 0.007
H -2.219487 4.660347 2.179293 -0.003 -0.007 0.011
H -2.307839 2.627312 -0.087821 -0.005 -0.013 0.015
H -2.745427 4.337456 -0.198585 -0.006 -0.010 -0.007
H -3.674878 3.258176 0.843663 -0.030 -0.014 0.001
H -0.686515 6.170587 2.233377 0.012 -0.003 0.000
H 1.300161 7.268154 1.270863 0.004 -0.006 0.005
H 2.557017 6.150151 -0.537558 -0.005 0.003 -0.005
H 2.693291 4.620163 -2.073971 0.045 -0.014 0.025
H 1.209838 1.988954 -2.337525 -0.016 -0.050 0.040
H 2.112274 2.905150 -3.538799 -0.010 -0.004 -0.004
H 0.576632 3.521976 -2.930332 0.013 0.005 0.007
H 3.055809 2.311293 -0.182727 0.000 -0.052 -0.029
H 4.213522 3.558299 -0.598728 -0.018 0.002 -0.036
H 3.870511 2.283883 -1.774055 -0.009 0.003 -0.001
C 1.913735 -5.547075 -3.802643 0.008 0.008 0.009
C 2.493540 -5.888310 -2.438421 -0.001 -0.008 0.010
N 2.168559 -4.892444 -1.405836 0.039 0.097 -0.095
C 3.231996 -4.000423 -0.970950 0.027 -0.054 -0.023
C 3.619099 -2.970992 -2.027254 -0.017 -0.019 -0.005
C 0.915765 -4.929069 -0.898768 -0.074 -0.017 0.008
O 0.091532 -5.758484 -1.240361 -0.084 -0.020 0.078
C 0.518702 -3.905866 0.140257 0.009 -0.014 -0.026
C 0.085511 -4.326330 1.392614 -0.056 0.015 0.024
C -0.290067 -3.371648 2.321774 0.032 -0.013 -0.011
C -0.221666 -2.032348 1.976662 -0.042 0.067 0.074
N 0.142789 -1.619961 0.758709 -0.070 -0.027 -0.203
C 0.488576 -2.554283 -0.142190 -0.028 -0.050 0.036
H 2.174024 -6.325037 -4.519857 0.002 0.001 0.000
H 2.299504 -4.598855 -4.179111 -0.001 0.001 0.002
H 0.827952 -5.488995 -3.748315 -0.007 -0.002 0.002
H 3.580990 -5.956365 -2.481495 0.000 0.000 -0.006
H 2.111388 -6.851967 -2.103559 0.003 0.002 0.002
H 4.105912 -4.607997 -0.722649 -0.006 -0.005 0.011
H 2.925900 -3.517131 -0.044490 -0.003 0.007 0.012
H 4.002779 -3.456655 -2.923794 0.010 0.005 0.003
H 4.408043 -2.313021 -1.654454 -0.005 -0.002 -0.007
H 2.757396 -2.372054 -2.338959 0.014 0.005 0.000
H 0.052765 -5.382241 1.629044 0.005 -0.001 -0.018
H -0.611888 -3.651081 3.315124 0.011 0.006 -0.002
H -0.424692 -1.253974 2.699596 -0.102 0.026 0.000
H 0.757556 -2.195191 -1.127648 -0.054 0.020 -0.027
S -0.783728 0.109111 -1.715510 0.280 -0.285 -0.165
Sb -2.961561 -0.525612 -1.036851 0.017 0.084 0.070
C -4.190249 0.170460 -2.578383 0.047 -0.048 -0.055
C -5.524132 -0.232223 -2.601294 0.018 -0.022 -0.025
C -6.347094 0.201175 -3.629054 0.001 -0.003 0.006
C -5.837071 1.023587 -4.625915 0.002 0.002 0.003
C -4.507006 1.417296 -4.600781 -0.006 0.000 -0.007
C -3.674177 0.990866 -3.575204 -0.038 0.044 0.036
C -3.889875 0.115227 0.738559 0.006 0.032 -0.021
C -4.981219 0.972423 0.642886 -0.006 0.013 -0.046
C -5.703407 1.297349 1.783728 0.003 -0.014 -0.002
C -5.339295 0.765955 3.012716 0.002 0.014 -0.017
C -4.254977 -0.097167 3.105808 0.017 0.016 0.013
C -3.533343 -0.426014 1.968823 -0.023 0.046 0.018
C -3.136855 -2.609842 -0.959177 -0.045 0.034 0.035
C -2.544072 -3.383375 -1.952379 0.022 -0.037 -0.046
C -2.785115 -4.748059 -1.988685 0.056 0.094 0.082
C -3.600051 -5.334063 -1.029990 -0.020 -0.032 0.004
C -4.185694 -4.561987 -0.037451 -0.011 -0.011 -0.022
C -3.965943 -3.191701 -0.002691 0.036 0.008 -0.022
H -5.924759 -0.882913 -1.831328 0.002 -0.006 -0.008
H -7.383732 -0.106659 -3.654941 0.002 0.000 -0.001
H -6.481644 1.356506 -5.428406 0.001 0.000 0.002
H -4.115017 2.055000 -5.381711 -0.002 -0.001 0.001
H -2.636392 1.300288 -3.554562 0.001 -0.009 -0.003
H -5.278158 1.383437 -0.314490 0.002 0.023 0.009
H -6.556439 1.958706 1.708034 0.006 0.001 -0.001
H -5.908408 1.015828 3.898335 0.002 -0.003 -0.001
H -3.978818 -0.521340 4.062517 -0.004 -0.003 -0.009
H -2.717360 -1.127138 2.039162 0.158 -0.093 0.026
H -1.905769 -2.929195 -2.703253 -0.004 0.004 0.006
H -2.324858 -5.353418 -2.752728 0.041 -0.068 -0.061
H -3.783636 -6.399830 -1.062769 0.013 0.006 0.011
H -4.828365 -5.021042 0.702434 0.005 -0.001 -0.008
H -4.451667 -2.590941 0.755861 0.007 -0.008 0.003
```
Positions in Å, forces in eV/Å.

HOMO energy = -12.702 eV
Energy above the lowest of the compared OMol25 structures with the same formula, charge and spin = 7.72 kcal per mole
Frontier orbital gap = 7.1 eV
LUMO level = -5.62 eV
Net charge = +2
F_max = 0.8 eV Å⁻¹

Mulliken atomic charge list, values in e, 2 entries:
1 Os 2.15
2 N -0.29

No. 3
Here is a structure of composition C22H41ClCoNOP3 at a distorted geometry from the OMol25 dataset. Energies are from ωB97M-V with the def2-TZVPD basis set.

```
70
Properties=species:S:1:pos:R:3:forces:R:3
Co 0.601899 -0.054587 0.536663 -0.903 -0.246 1.654
P 2.087343 -1.092387 1.971045 2.098 -1.572 2.073
P 1.753712 1.741365 0.490866 1.512 1.830 0.230
P -0.717755 -1.764816 0.221515 -0.995 -2.362 -0.495
H 2.745747 1.514879 -2.634918 -0.494 -0.242 0.266
C 1.826212 1.106448 -3.054808 -0.684 0.463 -1.784
C 0.875424 1.977637 -3.470877 1.840 -0.154 -0.875
H 1.049950 3.036137 -3.241743 -0.334 -0.344 -0.261
C 3.438360 -1.951592 1.062582 -0.224 0.098 -0.419
C 3.126449 -0.108281 3.159298 -0.168 0.312 -0.038
C 1.653537 -2.402096 3.197746 -0.373 -0.170 -0.082
C 0.645907 2.613439 -0.593417 -0.254 0.976 -1.171
C 1.738486 2.789097 1.965180 -0.024 -0.347 0.334
C 3.454115 1.794917 -0.151864 0.080 0.098 -0.095
C -2.446747 -1.478956 -0.297022 -0.278 0.222 -0.227
C -1.052889 -3.030920 1.510450 0.073 0.107 0.340
C 0.181521 -2.759234 -1.029621 -0.168 -0.174 -0.398
H 1.883258 0.067317 -3.408168 -0.164 0.416 0.215
H 0.133925 1.815530 -4.261962 0.109 -0.384 0.627
H 4.055604 -2.547141 1.756696 -0.302 0.326 -0.228
H 4.071777 -1.213309 0.551647 -0.113 -0.237 0.105
H 3.001288 -2.616258 0.307077 0.227 0.039 0.127
H 3.703982 -0.797841 3.805845 -0.329 0.260 -0.505
H 2.474103 0.486509 3.811747 0.220 -0.146 -0.058
H 3.835400 0.562712 2.653188 -0.266 -0.190 0.141
H 2.560122 -2.730238 3.733459 -0.336 0.246 -0.275
H 1.203536 -3.276356 2.719337 0.207 0.208 0.180
H 0.935380 -2.008006 3.929997 0.226 -0.175 -0.089
H 0.417740 3.637347 -0.249824 -0.055 -0.457 -0.093
H -0.284946 2.027981 -0.786079 0.701 0.661 0.145
H 1.183273 2.656070 -1.550040 -0.576 0.369 0.919
H 2.313528 3.699958 1.780943 0.016 -0.100 0.009
H 2.147531 2.240661 2.817795 -0.077 0.422 -0.084
H 0.699137 3.065863 2.156504 0.111 -0.040 0.146
H 3.671133 2.803406 -0.523848 0.054 -0.141 0.087
H 3.559541 1.080557 -0.975787 0.158 0.144 0.401
H 4.176775 1.554809 0.643861 -0.298 0.077 -0.271
H -3.096438 -2.180129 0.241253 0.091 0.254 -0.309
H -2.603095 -1.580403 -1.374272 0.066 -0.154 0.249
H -2.738654 -0.464125 -0.023794 -0.102 -0.069 0.017
H -1.996953 -3.535477 1.277680 0.262 0.084 -0.014
H -1.158363 -2.556039 2.490932 -0.007 -0.214 -0.101
H -0.263707 -3.788120 1.545312 -0.189 0.258 0.023
H -0.520316 -3.085455 -1.811928 0.417 -0.164 0.233
H 0.640569 -3.635180 -0.540423 -0.202 0.334 -0.324
H 0.978595 -2.144456 -1.478938 -0.249 -0.348 0.022
C -2.806218 0.649868 -3.402040 -1.519 1.546 2.126
C -1.535912 0.149557 -3.048690 1.982 -0.385 0.070
C -1.126317 -1.063537 -3.578673 0.736 1.222 0.835
C -2.027117 -1.856229 -4.308817 0.770 -0.275 -0.568
C -3.283532 -1.352844 -4.635436 -1.872 0.941 0.090
C -3.693520 -0.101398 -4.191197 -0.400 -1.387 -0.254
O -3.346500 1.737144 -2.725765 0.697 -2.085 -1.894
H -2.832178 2.525356 -2.913448 0.445 0.655 0.371
H -0.857774 0.724228 -2.360037 -0.931 -0.645 -0.952
H -0.099755 -1.405317 -3.398690 -0.612 0.051 -0.022
H -1.715328 -2.847424 -4.651818 -0.206 0.295 0.122
H -4.005281 -1.974229 -5.156899 0.189 0.064 -0.098
H -4.716707 0.263938 -4.288175 0.313 -0.076 -0.319
Cl -3.864623 3.408947 1.468827 -0.213 0.192 -0.118
C -2.833789 2.227081 2.131526 0.141 -0.551 -0.574
C -2.946499 1.842476 3.463764 0.537 -0.300 0.112
C -2.069370 0.864893 3.930872 0.276 -0.238 -0.236
C -1.119987 0.317796 3.059454 -0.100 0.384 0.345
N -1.015324 0.716828 1.786065 -0.300 -0.050 -0.685
C -1.914021 1.592744 1.286992 0.024 0.067 1.195
H -3.702789 2.288365 4.101124 0.127 -0.013 -0.026
H -2.085146 0.510792 4.958712 -0.177 0.129 -0.181
H -0.420974 -0.466106 3.377324 -0.310 0.515 -0.006
H -1.926366 1.775853 0.215719 0.098 0.169 0.320
```
Positions in Å, forces in eV/Å.

HOMO energy (spin up / spin down) = -16.526 / -17.556 eV
Energy above the lowest of the compared OMol25 structures with the same formula, charge and spin = 4.66 kcal per mole
Multiplicity = 5
Frontier orbital gap (spin up / spin down) = 7.9 / 4.7 eV
LUMO level (spin up / spin down) = -8.62 / -12.81 eV
Net charge = +3
F_max = 3.3 eV Å⁻¹

natural (NBO) atomic charge list, values in e, 2 entries:
1 Co 0.97
2 P 0.76